Density functional theory data (wB97M-V/def2-TZVPD) for C20H48F12O20S12Zn as an isolated structure at a distorted geometry.

Last column: Löwdin charge in e.
Geometry (Å):
Zn -1.20881 3.64117 0.17403  0.61
C 0.55085 4.22440 -4.17829  -0.60
F 1.18425 5.23611 -4.86645  0.08
F -0.22489 3.63755 -5.07744  0.13
F 1.43963 3.40122 -3.62110  0.11
S -0.56728 4.97773 -2.76518  0.59
O -0.40890 4.01092 -1.63879  -0.36
O -0.02061 6.32801 -2.54345  -0.34
O -1.96025 4.97898 -3.19930  -0.30
C -4.63209 1.03161 -1.60758  -0.59
F -4.24823 0.25557 -0.55990  0.09
F -4.01190 0.57256 -2.69180  0.12
F -5.98582 0.98627 -1.74620  0.10
S -4.16758 2.87740 -1.24305  0.59
O -5.20112 3.33120 -0.29912  -0.32
O -2.86310 2.88344 -0.60041  -0.35
O -4.13077 3.68510 -2.51495  -0.34
C -0.70986 -0.79988 1.05540  -0.56
F -0.31940 -2.04555 0.71918  0.08
F -1.97821 -0.66261 0.60068  0.10
F -0.58649 -0.65624 2.41159  0.08
S 0.38280 0.62304 0.27454  0.60
O 1.54192 0.68466 1.18071  -0.32
O 0.53459 0.15546 -1.12518  -0.34
O -0.47481 1.82718 0.34013  -0.33
C -2.91400 3.20560 4.48240  -0.59
F -3.30092 1.94590 4.22608  0.12
F -3.70785 3.72233 5.44246  0.09
F -1.71644 3.28589 5.10617  0.10
S -3.13560 4.26003 2.85847  0.58
O -2.74658 5.64025 3.20891  -0.34
O -2.22272 3.65035 1.85995  -0.37
O -4.49511 4.09698 2.32827  -0.30
C 1.41779 6.28886 2.87804  -0.22
S 1.47546 5.31728 1.32167  0.94
O 0.15788 4.53153 1.22157  -0.55
C 1.78119 6.53504 0.03153  -0.25
H 1.20685 5.65495 3.73930  0.04
H 0.62419 7.03034 2.78584  0.06
H 2.34522 6.83062 3.06366  0.05
H 0.90275 7.14283 -0.18535  0.06
H 1.78541 5.98781 -0.91114  0.03
H 2.64506 7.15298 0.27643  0.06
C 0.15463 -2.55480 -3.83915  -0.27
S -1.09157 -1.75819 -4.97319  0.89
O -2.52328 -2.22268 -4.64573  -0.63
C -1.09980 -0.03982 -4.28354  -0.23
H 1.17315 -2.45273 -4.21374  0.02
H -0.11532 -3.60969 -3.78983  0.01
H 0.13749 -2.14152 -2.83069  0.04
H -0.13041 0.45608 -4.33311  0.01
H -1.50418 0.12034 -3.28408  0.05
H -1.75844 0.63818 -4.82631  0.06
C -3.13263 -3.20477 2.94049  -0.23
S -1.73858 -4.34550 2.51462  0.84
O -1.53780 -5.08519 3.87480  -0.60
C -2.54457 -5.53800 1.35190  -0.24
H -3.92047 -3.82364 3.36991  0.05
H -3.47024 -2.63144 2.07712  0.04
H -2.72568 -2.58284 3.73779  0.05
H -1.72887 -6.13034 0.93731  0.03
H -3.02787 -4.93440 0.58366  0.02
H -3.21310 -6.23226 1.86098  0.05
C 2.33533 -3.54790 -1.12699  -0.28
S 2.81045 -4.96972 -0.13588  0.90
O 3.09381 -4.29967 1.25084  -0.59
C 1.11777 -5.66735 0.00078  -0.27
H 1.51630 -2.94156 -0.74017  0.05
H 2.00149 -3.85501 -2.11812  0.04
H 3.18536 -2.92064 -1.39551  0.05
H 0.72437 -6.13040 -0.90417  0.04
H 0.32895 -4.94845 0.22226  0.02
H 1.12346 -6.49677 0.70796  0.05
C 3.91321 1.57359 4.08048  -0.24
S 2.80489 2.62741 5.22979  0.87
O 3.19782 4.06965 4.84207  -0.62
C 1.17780 1.93989 4.53497  -0.21
H 3.95883 0.48733 4.15835  0.00
H 4.98581 1.76226 4.03535  0.04
H 3.51862 1.60086 3.06478  0.04
H 0.35096 2.14230 5.21576  0.03
H 1.27552 0.86970 4.35266  0.03
H 1.02191 2.45269 3.58585  0.05
C 4.87421 -2.62526 3.71346  -0.25
S 3.19381 -2.54696 4.51369  0.87
O 3.13631 -1.30470 5.42260  -0.61
C 2.09765 -2.09173 3.09196  -0.24
H 5.14670 -1.58388 3.54205  0.03
H 4.93956 -3.08447 2.72708  0.03
H 5.55699 -3.11401 4.40847  0.04
H 2.67420 -2.12250 2.16744  0.03
H 1.40221 -1.26410 3.23155  0.03
H 1.47366 -2.97011 2.92702  0.03
C 4.08110 0.98144 -5.64520  -0.24
S 2.51677 0.26083 -4.94116  0.84
O 2.13077 -0.92851 -5.80127  -0.58
C 3.16881 -0.49620 -3.41907  -0.25
H 4.79360 0.18739 -5.86864  0.04
H 4.55607 1.67621 -4.95252  0.05
H 3.86531 1.43888 -6.61075  0.04
H 3.49904 0.36336 -2.83580  0.06
H 3.92843 -1.27009 -3.52939  0.06
H 2.36580 -0.89960 -2.80219  0.02
C -2.98474 -2.83672 -1.77282  -0.26
S -2.36468 -4.28807 -2.58285  0.86
O -1.30417 -4.91727 -1.65119  -0.58
C -3.84460 -5.36298 -2.45541  -0.24
H -3.94167 -2.56168 -2.21636  0.07
H -2.19337 -2.11393 -1.97130  0.04
H -3.14719 -2.91130 -0.69757  0.05
H -3.52868 -6.34948 -2.79467  0.04
H -4.61222 -4.90387 -3.07838  0.05
H -4.16092 -5.50045 -1.42142  0.04

The net charge is -2. As for the LUMO energy: 3.06 eV. The calculation puts the largest force on an atom at 5.216 eV/A.